# C31H35CrN3O3SSi

C31H35CrN3O3SSi as an isolated structure (wB97M-V/def2-TZVPD, the OMol25 dataset).

Calculated values
net charge = -1
energy above the lowest of the compared OMol25 structures with the same formula, charge and spin = 158.1 kJ/mol
E_HOMO (alpha / beta) = -2.625 / -2.623 eV
calculated total energy = -90461.951 eV
2S+1 = 2
LUMO energy (alpha / beta) = 1.985 / 1.985 eV

Structure (XYZ):
```
75
C31H35CrN3O3SSi, DFT wB97M-V/def2-TZVPD
Cr 0.08 0.49 -0.52
S -0.89 0.30 -3.14
Si 4.52 -0.90 0.70
O -1.62 -0.47 -0.34
O 1.20 2.08 -0.75
O 0.51 0.10 -2.59
N 0.60 -2.28 -0.86
N -0.76 -1.11 1.69
N 0.36 -0.34 1.24
C 1.72 -1.12 1.50
C 4.97 -2.69 1.01
C 0.20 -4.41 0.14
C -0.76 -0.22 -4.88
C -0.44 -4.84 -0.99
C 2.90 4.28 1.60
C 2.41 3.78 2.81
C -4.02 -3.65 2.32
C 2.16 -3.06 3.68
C 0.14 1.04 1.44
C -2.89 -1.94 1.06
C 1.17 2.10 1.59
C 0.77 -3.10 0.20
C 1.63 2.64 0.37
C 2.52 3.72 0.39
C -0.02 -2.72 -1.95
C 1.42 -2.60 1.38
C 2.21 -0.78 2.87
C -2.91 -2.86 2.11
C 5.24 0.17 2.07
C 2.40 -1.67 3.87
C 1.54 2.70 2.79
C -1.68 -1.12 0.80
C -5.12 -3.55 1.48
C -5.10 -2.64 0.43
C 2.69 -0.61 0.43
C -0.97 2.07 -3.47
C -0.56 -3.99 -2.09
C -3.99 -1.85 0.22
C 5.31 -0.34 -0.92
C 1.68 -3.46 2.47
H -1.15 2.57 -2.52
H 2.79 -1.31 4.82
H 2.42 -1.05 -0.53
H 2.87 4.12 -0.55
H 0.24 -5.07 0.99
H -2.03 -2.92 2.75
H -3.95 -1.14 -0.60
H 4.80 1.17 2.05
H -5.99 -4.18 1.64
H 4.47 -3.05 1.91
H -4.03 -4.37 3.13
H 1.15 2.30 3.72
H 6.32 0.27 1.97
H 5.12 0.73 -1.09
H -5.96 -2.56 -0.23
H 6.39 -0.49 -0.94
H 2.37 -3.78 4.47
H -0.10 -2.01 -2.76
H -0.29 -1.20 -4.86
H -0.88 -5.83 -1.02
H 1.51 -4.52 2.32
H 2.46 0.27 3.03
H 6.05 -2.80 1.14
H 2.71 4.23 3.75
H -1.77 2.29 -4.18
H 4.65 -3.32 0.18
H 3.59 5.12 1.61
H 4.88 -0.89 -1.77
H -0.16 0.48 -5.44
H 0.01 2.36 -3.85
H -1.77 -0.30 -5.29
H 5.02 -0.27 3.05
H 2.63 0.48 0.31
H -0.74 1.20 2.06
H -1.07 -4.27 -3.00
```